Entry 1:
14
Properties=species:S:1:pos:R:3:lowdin_charge:R:1 method="wB97M-V/def2-TZVPD" homo_energy_ev=-9.182 lumo_energy_ev=0.31 homo_lumo_gap_ev=9.49 spin_multiplicity=1 smiles="C/C=C(C#N)/C=C/F" e_above_lowest_kj_mol=158.6
C 2.95 -0.68 0.02 -0.082
C 1.53 -1.07 -0.02 -0.084
C 0.45 -0.23 0.00 -0.247
C 0.66 1.19 0.00 -0.207
N 0.78 2.34 -0.01 0.170
C -0.96 -0.72 -0.01 -0.049
C -2.01 0.10 -0.01 -0.142
F -3.27 -0.38 0.01 0.012
H 3.11 0.40 -0.05 0.079
H 3.49 -1.06 0.91 0.093
H 3.45 -1.09 -0.83 0.070
H 1.27 -2.11 -0.06 0.103
H -1.10 -1.87 0.01 0.153
H -1.97 1.21 0.03 0.132


Entry 2:
120
Properties=species:S:1:pos:R:3:lowdin_charge:R:1 method="wB97M-V/def2-TZVPD" homo_energy_ev=-10.065 charge=+1 lumo_energy_ev=-8.34 homo_lumo_gap_ev=1.73 spin_multiplicity=1
Hg -26.92 -19.77 11.62 1.256
Pb -29.03 -24.06 5.77 1.625
O -27.49 -27.65 8.48 0.022
C -27.19 -28.81 8.87 -0.364
O -28.05 -29.78 8.89 0.239
B -27.41 -30.99 9.43 -0.934
O -25.99 -30.65 9.38 0.220
C -25.76 -29.36 9.15 -0.341
O -24.69 -28.74 9.17 0.100
O -27.75 -32.18 8.59 0.209
C -28.33 -33.08 9.38 -0.352
O -28.77 -34.13 8.98 0.127
C -28.26 -32.55 10.94 -0.293
O -27.63 -31.29 10.81 0.198
O -28.56 -33.11 11.93 0.180
C -30.36 -16.26 9.13 -0.668
F -30.99 -15.77 10.21 0.126
F -30.58 -17.54 9.05 0.160
F -30.86 -15.67 8.02 0.141
S -28.51 -15.97 9.34 0.614
O -27.99 -16.93 8.48 -0.285
O -28.31 -14.61 8.92 -0.257
N -28.18 -16.46 10.97 -0.293
S -28.20 -15.19 11.81 0.528
O -29.28 -14.24 11.57 -0.269
O -28.06 -15.51 13.24 -0.331
C -26.46 -14.31 11.60 -0.644
F -26.20 -13.88 10.37 0.140
F -26.28 -13.34 12.52 0.123
F -25.54 -15.16 12.00 0.121
B -28.40 -21.57 8.87 -0.423
H -28.84 -21.25 9.80 -0.087
H -28.53 -22.64 8.81 -0.096
H -28.95 -21.17 8.03 -0.075
H -27.36 -21.27 8.81 -0.090
C -25.61 -27.21 1.90 -0.051
C -26.11 -26.36 3.06 -0.425
C -24.99 -25.39 3.68 -0.164
O -25.41 -24.74 4.88 -0.255
C -24.41 -23.87 5.40 -0.100
N -27.25 -25.57 2.71 0.027
H -24.83 -27.92 2.16 0.091
H -25.21 -26.54 1.13 0.081
H -26.50 -27.68 1.47 0.080
H -26.35 -27.07 3.85 0.137
H -24.74 -24.61 2.96 0.121
H -24.04 -25.85 3.96 0.126
H -23.44 -24.34 5.31 0.088
H -24.64 -23.79 6.47 0.092
H -24.34 -22.91 4.89 0.090
H -27.87 -26.09 2.10 0.073
H -27.03 -24.87 2.01 0.080
C -22.45 -23.29 11.81 -0.044
C -23.32 -22.04 11.86 -0.422
C -22.95 -20.91 10.87 -0.201
O -23.80 -19.81 10.73 -0.234
C -23.35 -18.85 9.86 -0.125
N -24.73 -22.45 11.77 0.068
H -22.91 -24.04 12.45 0.084
H -21.49 -23.05 12.27 0.092
H -22.38 -23.73 10.82 0.091
H -23.11 -21.61 12.84 0.134
H -22.88 -21.41 9.91 0.132
H -22.01 -20.56 11.29 0.140
H -24.12 -18.07 9.88 0.091
H -23.31 -19.23 8.84 0.092
H -22.41 -18.30 9.92 0.100
H -24.85 -23.02 10.95 0.087
H -24.82 -23.23 12.40 0.077
C -29.34 -18.85 2.78 -0.044
C -29.66 -20.23 3.43 -0.397
C -30.55 -21.22 2.53 -0.183
O -30.85 -22.32 3.34 -0.275
C -31.85 -23.12 2.73 -0.089
N -28.39 -20.83 3.67 0.005
H -30.27 -18.48 2.34 0.073
H -28.56 -18.97 2.02 0.082
H -29.11 -18.02 3.45 0.084
H -29.99 -20.12 4.46 0.137
H -30.11 -21.57 1.60 0.132
H -31.41 -20.60 2.28 0.127
H -31.95 -24.00 3.37 0.082
H -31.74 -23.25 1.65 0.102
H -32.81 -22.66 2.93 0.095
H -27.72 -20.19 4.07 0.086
H -27.95 -21.01 2.78 0.074
C -33.35 -25.44 9.53 -0.054
C -32.16 -25.72 8.63 -0.424
C -32.52 -26.82 7.54 -0.122
O -31.30 -26.94 6.72 -0.257
C -31.40 -28.01 5.80 -0.130
N -32.03 -24.49 7.89 0.018
H -32.98 -24.69 10.23 0.088
H -33.64 -26.35 10.05 0.092
H -34.15 -25.06 8.89 0.088
H -31.22 -25.99 9.12 0.153
H -33.34 -26.45 6.93 0.126
H -32.66 -27.78 8.05 0.133
H -32.38 -28.39 5.52 0.087
H -31.01 -28.90 6.29 0.095
H -30.89 -27.89 4.84 0.078
H -31.69 -23.93 8.66 0.074
H -32.94 -24.11 7.67 0.079
C -26.52 -20.16 17.27 -0.050
C -27.20 -20.29 15.95 -0.438
C -28.75 -20.08 15.90 -0.142
O -29.09 -20.50 14.53 -0.247
C -30.50 -20.16 14.29 -0.084
N -26.58 -19.31 15.10 0.067
H -27.22 -20.49 18.04 0.089
H -26.16 -19.18 17.58 0.097
H -25.76 -20.93 17.25 0.093
H -26.94 -21.24 15.46 0.140
H -29.07 -19.05 16.03 0.129
H -29.21 -20.71 16.66 0.125
H -30.89 -20.65 13.39 0.082
H -30.58 -19.07 14.29 0.091
H -31.19 -20.58 15.02 0.084
H -25.62 -19.45 15.36 0.076
H -26.60 -18.42 15.58 0.093


Entry 3:
75
Properties=species:S:1:pos:R:3:lowdin_charge:R:1 method="wB97M-V/def2-TZVPD" homo_energy_ev=-5.460 charge=-1 lumo_energy_ev=1.87 homo_lumo_gap_ev=7.33 spin_multiplicity=1
O 2.07 0.39 6.44 0.146
C 1.23 0.98 5.88 -0.309
N 0.44 1.74 5.36 0.112
N -0.46 2.42 6.28 -0.014
C -0.32 3.90 6.13 -0.499
C 0.88 4.38 6.97 -0.170
C 1.41 5.79 6.66 -0.265
C 2.94 5.83 6.84 -0.593
Br 3.89 6.11 5.15 0.583
P -1.92 4.57 6.70 0.731
O -1.95 6.05 6.86 -0.450
C -0.20 4.19 4.60 -0.729
O -1.30 4.13 3.99 -0.077
O 0.90 4.43 4.09 -0.021
H -0.16 2.19 7.22 0.100
H 1.66 3.61 6.93 0.106
H 0.55 4.39 8.02 0.108
H 1.02 6.51 7.38 0.103
H 1.14 6.14 5.67 0.085
H 3.25 6.62 7.52 0.043
H 3.33 4.90 7.25 0.043
H -2.93 4.08 5.87 0.020
H -2.10 3.96 7.98 0.005
O -0.13 -0.20 -2.32 -0.239
P -0.58 0.78 -1.30 0.545
O 0.26 2.13 -1.67 -0.202
C -0.14 2.88 -2.82 -0.286
C -1.51 3.50 -2.69 -0.085
O 0.19 0.18 0.00 -0.225
C 0.96 -1.02 -0.06 -0.277
C 2.37 -0.77 -0.54 -0.072
O -1.70 1.50 -0.40 -0.214
C -1.53 1.85 1.01 -0.217
C -0.37 2.74 1.35 -0.068
H -0.10 2.23 -3.70 0.107
H 0.61 3.66 -2.96 0.116
H -2.30 2.75 -2.62 0.067
H -1.73 4.13 -3.56 0.075
H -1.57 4.12 -1.79 0.081
H 0.45 -1.77 -0.66 0.096
H 0.98 -1.42 0.96 0.118
H 2.40 -0.13 -1.42 0.071
H 2.87 -1.71 -0.79 0.073
H 2.95 -0.26 0.23 0.076
H -1.51 0.93 1.59 0.113
H -2.45 2.36 1.28 0.123
H 0.59 2.34 1.06 0.072
H -0.33 2.89 2.43 0.049
H -0.46 3.71 0.87 0.087
O -2.45 -4.49 -4.06 -0.216
P -1.03 -4.92 -4.13 0.553
O -0.42 -4.04 -5.35 -0.211
C -0.19 -2.64 -5.12 -0.261
C 0.88 -2.37 -4.09 -0.095
O -1.23 -6.42 -4.74 -0.242
C -2.52 -6.98 -4.98 -0.282
C -3.08 -6.56 -6.33 -0.074
O 0.39 -5.30 -3.47 -0.211
C 1.21 -6.40 -3.91 -0.255
C 1.62 -6.38 -5.36 -0.078
H -1.13 -2.16 -4.82 0.114
H 0.10 -2.21 -6.08 0.116
H 0.59 -2.72 -3.10 0.060
H 1.07 -1.30 -4.02 0.065
H 1.81 -2.88 -4.36 0.079
H -3.20 -6.73 -4.17 0.105
H -2.41 -8.06 -4.96 0.115
H -2.96 -5.49 -6.51 0.073
H -4.14 -6.80 -6.40 0.076
H -2.55 -7.06 -7.14 0.073
H 0.73 -7.34 -3.64 0.112
H 2.12 -6.34 -3.30 0.120
H 0.77 -6.38 -6.04 0.065
H 2.19 -7.28 -5.59 0.081
H 2.21 -5.50 -5.60 0.078


Entry 4:
63
Properties=species:S:1:pos:R:3:lowdin_charge:R:1 method="wB97M-V/def2-TZVPD" homo_energy_ev="-12.756 / -13.956" charge=+2 lumo_energy_ev="-6.48 / -9.58" s2=6.040 homo_lumo_gap_ev="6.28 / 4.38" spin_multiplicity=5 e_above_lowest_kj_mol=293.2
P 0.81 -1.45 -3.57 0.808
P 1.01 1.87 -4.01 0.884
C 0.36 -0.45 -5.13 -0.421
C 1.47 0.58 -5.28 -0.438
H -0.64 -0.02 -5.02 0.062
H 0.30 -1.14 -6.01 0.102
H 2.46 0.17 -5.02 0.060
H 1.49 0.99 -6.29 0.083
C 0.41 2.96 -5.48 -0.258
H 0.10 3.97 -5.18 0.050
H -0.41 2.47 -6.04 0.043
H 1.27 3.08 -6.18 0.058
C 2.41 2.92 -3.56 -0.287
H 2.50 3.72 -4.30 0.046
H 3.30 2.31 -3.47 0.039
H 2.13 3.35 -2.58 0.046
C -0.22 -2.90 -4.32 -0.209
H -0.02 -3.80 -3.74 0.049
H 0.13 -3.09 -5.35 0.060
H -1.31 -2.74 -4.37 0.027
C 2.44 -2.09 -4.06 -0.290
H 3.31 -1.50 -3.69 0.042
H 2.36 -2.10 -5.15 0.076
H 2.44 -3.06 -3.59 0.050
Pd 2.17 -0.19 -2.38 0.624
C -2.44 2.21 -3.64 -0.102
C -3.40 1.85 -4.47 -0.102
C -4.68 1.15 -4.17 -0.154
C -4.52 -0.01 -3.19 -0.148
C -3.34 -0.89 -3.42 0.037
C -2.30 -0.90 -2.59 0.061
C -1.55 0.38 -2.09 -0.180
C -2.20 1.71 -2.22 -0.192
C 3.00 -2.02 -1.30 -0.109
H -1.79 3.04 -3.97 0.095
H -3.31 2.19 -5.53 0.127
H -5.08 0.83 -5.13 0.120
H -5.46 1.81 -3.76 0.143
H -4.42 0.41 -2.17 0.121
H -5.43 -0.66 -3.19 0.156
H -3.38 -1.50 -4.35 0.168
H -1.78 -1.86 -2.38 0.132
H -0.62 0.41 -2.67 -0.008
H -1.14 0.13 -1.07 0.131
H -3.13 1.76 -1.69 0.107
H -1.55 2.44 -1.73 0.125
H 3.37 -1.89 -0.27 0.021
H 3.85 -2.37 -1.91 0.010
H 2.24 -2.82 -1.28 0.019
Cl -0.89 3.84 4.51 0.864
C -0.01 2.61 3.71 -0.592
C -0.71 1.54 3.12 -0.035
C -0.05 0.69 2.23 0.029
C 1.27 0.96 1.82 -0.033
C 2.02 1.83 2.62 0.055
C 1.39 2.67 3.57 -0.013
C 1.72 0.37 0.45 -0.578
O 1.18 -0.72 0.12 -0.052
O 2.55 1.02 -0.29 -0.063
H -1.76 1.38 3.35 0.125
H -0.55 -0.17 1.80 0.130
H 3.10 1.87 2.49 0.147
H 1.92 3.36 4.20 0.128


Entry 5:
9
Properties=species:S:1:pos:R:3:lowdin_charge:R:1 method="wB97M-V/def2-TZVPD" homo_energy_ev="-7.976 / -10.804" lumo_energy_ev="0.71 / -1.41" s2=2.007 homo_lumo_gap_ev="8.69 / 9.40" spin_multiplicity=3 e_above_lowest_kj_mol=301.8
C -0.19 -0.25 -0.66 -0.220
N 0.65 0.71 -0.27 0.119
N -1.38 0.11 -1.31 -0.472
O -1.68 1.28 -1.24 0.008
O -1.95 -0.75 -1.96 0.039
H 0.24 -1.08 -1.17 0.121
H -1.36 -0.69 1.29 0.126
H 0.10 1.66 -0.24 0.162
H 1.60 0.62 0.09 0.116


Entry 6:
38
Properties=species:S:1:pos:R:3:lowdin_charge:R:1 method="wB97M-V/def2-TZVPD" homo_energy_ev="-7.441 / -7.440" lumo_energy_ev="0.43 / 0.43" homo_lumo_gap_ev="7.87 / 7.87" spin_multiplicity=1 e_above_lowest_kj_mol=328.7
C 0.62 -0.03 -4.41 -0.182
C 1.64 1.08 -4.11 -0.238
C 0.97 1.45 -1.83 -0.221
C 1.70 0.18 -1.53 -0.050
C 0.90 -2.67 0.12 -0.080
C -2.16 -0.34 0.18 -0.081
C -0.84 1.17 3.90 -0.088
C 2.02 -1.64 -0.01 -0.236
C -1.78 0.97 0.85 -0.273
C -0.37 0.28 2.75 -0.282
N 0.82 -1.19 -3.56 -0.058
N 1.47 -0.35 -0.39 -0.032
N -0.44 0.90 1.44 -0.119
O -0.18 -1.61 -2.98 -0.053
O 1.22 1.99 -3.12 -0.158
H -0.41 0.35 -4.35 0.124
H 0.82 -0.39 -5.42 0.124
H 2.59 0.61 -3.83 0.107
H 1.77 1.71 -5.00 0.121
H -0.11 1.28 -1.72 0.114
H 1.25 2.25 -1.12 0.127
H 0.23 -2.40 0.93 0.056
H 0.34 -2.73 -0.81 0.055
H 1.33 -3.65 0.33 0.071
H -1.42 -0.62 -0.57 0.048
H -2.24 -1.15 0.90 0.065
H -3.12 -0.24 -0.31 0.075
H -1.87 1.48 3.76 0.063
H -0.76 0.65 4.85 0.071
H -0.22 2.07 3.95 0.072
H 2.55 -1.53 0.94 0.110
H 2.72 -1.94 -0.79 0.114
H -2.54 1.23 1.60 0.103
H -1.77 1.77 0.10 0.108
H -0.98 -0.64 2.73 0.106
H 0.67 -0.01 2.92 0.110
H 0.81 0.05 0.31 0.091
H -0.05 1.84 1.51 0.117


Max |F| values (in eV/Å) by entry order: 2.359; 8.095; 6.197; 4.213; 4.228; 2.052.